Record 1
C34H51As2CaN5SSi2 | ωB97M-V/def2-TZVPD

## Properties
- DFT total energy (eV) = -210246.093
- 2S+1 = 1
- charge = 0
- LUMO (eV) = 0.1
- Kohn-Sham gap (eV) = 6.88

Geometry (Å):
Ca 0.92 0.36 -0.13
S 4.60 -2.50 1.04
C 3.57 -3.56 0.14
C 3.79 -4.87 -0.29
C 2.79 -5.50 -1.00
C 1.59 -4.84 -1.30
C 1.38 -3.54 -0.88
C 2.37 -2.90 -0.14
N 2.29 -1.62 0.37
C 3.37 -1.27 1.01
C 3.58 0.05 1.65
C 4.74 0.26 2.40
C 4.95 1.48 3.01
C 4.01 2.49 2.85
C 2.87 2.26 2.09
C 2.59 1.04 1.45
H 4.72 -5.37 -0.07
H 2.94 -6.52 -1.34
H 0.83 -5.35 -1.88
H 0.47 -3.01 -1.14
H 5.47 -0.53 2.52
H 5.84 1.65 3.60
H 4.17 3.45 3.33
H 2.17 3.08 1.99
C 1.93 1.40 -5.73
Si 1.36 1.77 -3.98
C 0.07 3.14 -4.17
C 2.82 2.54 -3.07
As 0.87 -0.21 -2.88
Si -1.27 -0.60 -3.64
C -2.71 0.48 -3.08
C -1.37 -0.61 -5.52
C -1.73 -2.32 -3.02
H 2.49 2.24 -6.16
H 1.07 1.20 -6.38
H 2.56 0.51 -5.75
H 0.15 3.58 -5.17
H 0.23 3.94 -3.44
H -0.96 2.80 -4.05
H 3.25 3.37 -3.63
H 3.61 1.80 -2.90
H 2.52 2.92 -2.09
H -2.57 1.53 -3.34
H -2.86 0.42 -2.00
H -3.63 0.14 -3.57
H -1.46 0.41 -5.90
H -2.22 -1.19 -5.87
H -0.46 -1.03 -5.95
H -1.92 -2.29 -1.94
H -0.92 -3.03 -3.20
H -2.64 -2.70 -3.50
C -1.95 -3.36 0.89
As -1.14 -1.65 1.35
C -2.55 -1.04 2.56
C 0.20 -2.27 2.68
C -0.38 -2.77 3.96
C -0.77 -4.10 4.10
C -1.34 -4.56 5.29
C -1.53 -3.69 6.35
C -1.12 -2.36 6.23
C -0.55 -1.91 5.05
H -2.28 -3.86 1.80
H -1.23 -3.98 0.36
H -2.81 -3.18 0.24
H -2.87 -1.87 3.20
H -3.40 -0.69 1.97
H -2.19 -0.23 3.19
H 0.87 -1.43 2.85
H 0.77 -3.05 2.17
H -0.61 -4.79 3.28
H -1.62 -5.60 5.38
H -1.98 -4.04 7.27
H -1.24 -1.68 7.06
H -0.22 -0.89 4.96
C -0.55 3.57 1.37
N -1.57 4.62 1.35
C -2.86 4.02 1.70
N -3.24 2.95 0.76
C -2.19 1.94 0.78
N -0.87 2.48 0.42
C -0.98 3.08 -0.93
N -2.01 4.12 -0.99
C -1.67 5.16 -0.01
C -3.29 3.53 -0.59
H -0.48 3.15 2.37
H 0.41 4.00 1.09
H -3.63 4.79 1.68
H -2.80 3.60 2.70
H -2.45 1.14 0.08
H -2.13 1.52 1.79
H -1.22 2.30 -1.65
H -0.02 3.52 -1.19
H -2.44 5.93 -0.03
H -0.71 5.61 -0.28
H -3.55 2.74 -1.30
H -4.06 4.30 -0.62

Mulliken atomic charge list, values in e, 6 entries: atom 1 (Ca): 0.92, atom 2 (S): -0.46, atom 3 (C): 0.87, atom 4 (C): -0.62, atom 5 (C): -0.63, atom 6 (C): -0.89

Record 2
C34H51BFN6O3V | ωB97M-V/def2-TZVPD

## Properties
- DFT total energy (eV) = -80257.450
- 2S+1 = 4
- charge = -1
- LUMO (spin up / spin down) (eV) = 2.4 / 2.4
- Kohn-Sham gap (spin up / spin down) (eV) = 6.36 / 7.80

Geometry (Å):
V -0.02 -0.25 -0.30
C -1.87 5.01 0.45
C -2.16 3.55 0.54
C -3.38 2.92 0.70
C -3.07 1.55 0.78
N -1.76 1.36 0.68
N -1.21 2.60 0.51
B 0.33 2.72 0.59
N 1.04 2.26 -0.75
N 1.64 1.02 -0.87
C 2.49 1.10 -1.87
C 2.48 2.39 -2.43
C 1.55 3.08 -1.69
C 1.08 4.49 -1.86
C 3.33 -0.08 -2.31
C 3.00 -1.34 -1.53
C 4.80 0.28 -2.08
C 3.09 -0.33 -3.81
N 0.86 1.91 1.79
N 0.88 0.53 1.84
C 1.38 0.22 3.03
C 1.65 1.38 3.77
C 1.31 2.42 2.95
C 1.36 3.89 3.21
C 1.65 -1.19 3.52
C 3.14 -1.28 3.91
C 0.79 -1.45 4.76
C 1.35 -2.23 2.47
C -4.03 0.39 0.94
C -5.30 0.87 1.65
C -3.39 -0.72 1.77
C -4.39 -0.13 -0.46
H -2.79 5.58 0.56
H -1.43 5.29 -0.51
H -1.17 5.34 1.22
H -4.34 3.39 0.77
H 0.60 3.88 0.74
H 3.04 2.76 -3.27
H 1.55 4.93 -2.74
H 1.33 5.10 -0.99
H 0.00 4.53 -2.00
H 3.20 -1.22 -0.46
H 3.62 -2.16 -1.90
H 1.96 -1.64 -1.64
H 5.00 0.48 -1.03
H 5.08 1.17 -2.66
H 5.44 -0.54 -2.40
H 2.04 -0.56 -4.00
H 3.70 -1.17 -4.14
H 3.36 0.54 -4.41
H 2.06 1.46 4.77
H 1.73 4.06 4.22
H 0.38 4.36 3.12
H 2.03 4.40 2.52
H 3.38 -0.60 4.72
H 3.77 -1.02 3.06
H 3.38 -2.30 4.23
H 0.97 -0.71 5.54
H 1.01 -2.44 5.17
H -0.27 -1.42 4.50
H 2.01 -2.14 1.60
H 0.33 -2.17 2.10
H 1.50 -3.23 2.89
H -5.08 1.30 2.62
H -5.97 0.02 1.80
H -5.84 1.61 1.06
H -3.18 -0.37 2.78
H -2.46 -1.08 1.33
H -4.07 -1.57 1.83
H -4.80 0.68 -1.07
H -5.15 -0.92 -0.38
H -3.53 -0.55 -0.96
C -1.10 -5.22 -1.53
C -0.64 -4.39 -0.34
C -0.80 -5.17 0.97
O 0.74 -4.10 -0.54
C -1.47 -3.10 -0.20
O -2.68 -3.12 -0.36
O -0.78 -2.05 0.16
H -0.58 -6.17 -1.52
H -0.88 -4.70 -2.46
H -2.18 -5.40 -1.48
H -0.21 -6.08 0.91
H -1.85 -5.43 1.14
H -0.45 -4.58 1.81
H 0.86 -3.24 -0.13
F -1.24 -0.89 -6.52
C -1.01 -0.76 -5.18
C -0.59 -1.86 -4.47
C -0.36 -1.71 -3.10
C -0.52 -0.50 -2.40
C -0.96 0.56 -3.21
C -1.21 0.46 -4.58
H -0.45 -2.81 -4.97
H -0.03 -2.59 -2.56
H -1.13 1.54 -2.76
H -1.56 1.30 -5.17

Mulliken atomic charge list, values in e, 6 entries: atom 1 (V): 0.44, atom 2 (C): -1.38, atom 3 (C): 0.50, atom 4 (C): -1.24, atom 5 (C): -0.38, atom 6 (N): 0.19

Record 3
C34H51BrN2P2Zn | ωB97M-V/def2-TZVPD

## Properties
- DFT total energy (eV) = -176082.587
- 2S+1 = 1
- charge = +2
- LUMO (spin up / spin down) (eV) = -7.5 / -8.2
- Kohn-Sham gap (spin up / spin down) (eV) = 5.87 / 5.00

Geometry (Å):
C 2.96 4.84 -1.33
C 1.80 4.59 -2.09
C 1.96 4.30 -3.46
C 3.25 4.18 -3.98
N 4.36 4.28 -3.23
C 4.21 4.69 -1.96
C 0.47 4.41 -1.54
C -0.62 4.03 -1.08
C -1.59 3.24 -0.40
C -1.15 2.75 0.88
C -2.03 1.91 1.58
C -2.87 1.22 0.71
C -3.58 1.81 -0.34
C -2.87 2.92 -0.89
Zn -2.15 -0.34 1.50
P 0.94 -0.68 -0.20
H 1.09 4.10 -4.09
H 2.90 5.10 -0.27
H 3.39 3.99 -5.05
H 5.14 4.89 -1.41
H -3.43 3.49 -1.63
H -0.18 2.94 1.35
H -4.51 1.41 -0.80
H -2.07 1.97 2.70
C 1.92 -2.24 -0.18
C 3.18 -2.41 -1.04
H 1.21 -3.04 -0.43
H 2.20 -2.36 0.88
H 3.64 -3.39 -0.82
H 2.97 -2.42 -2.12
H 3.97 -1.68 -0.85
C 1.15 -0.01 -1.94
C 2.50 0.49 -2.46
H 0.43 0.83 -1.98
H 0.77 -0.81 -2.60
H 2.40 0.75 -3.53
H 2.83 1.43 -1.97
H 3.31 -0.26 -2.40
C 2.11 0.44 0.72
C 3.63 0.25 0.65
H 1.77 0.34 1.76
H 1.85 1.45 0.36
H 4.11 1.03 1.26
H 3.96 -0.71 1.08
H 4.06 0.36 -0.35
Br -3.98 -1.94 1.67
P -2.10 -2.24 -1.66
C -0.92 -2.94 -2.87
C -1.41 -4.19 -3.61
H -0.02 -3.17 -2.26
H -0.63 -2.16 -3.59
H -0.62 -4.58 -4.25
H -1.69 -4.98 -2.91
H -2.27 -3.97 -4.26
C -3.34 -3.58 -1.37
C -4.60 -3.54 -2.23
H -3.60 -3.48 -0.29
H -2.82 -4.54 -1.49
H -5.37 -4.20 -1.79
H -5.02 -2.54 -2.29
H -4.44 -3.92 -3.25
C -2.99 -0.83 -2.50
C -3.32 -1.04 -3.98
H -2.34 0.05 -2.37
H -3.90 -0.63 -1.90
H -3.76 -0.13 -4.39
H -2.42 -1.26 -4.57
H -4.05 -1.84 -4.13
C 1.91 0.95 4.73
N 0.55 1.46 5.02
C 0.36 2.95 4.86
C -0.51 0.78 4.18
C -0.45 -0.70 4.03
C -0.17 -1.50 5.14
C 0.13 -2.85 4.95
C -0.04 -3.42 3.69
C -0.61 -2.64 2.63
C -0.80 -1.28 2.82
H 2.21 1.23 3.71
H 1.90 -0.15 4.84
H 2.60 1.37 5.47
H 0.33 1.21 5.98
H 0.78 3.25 3.89
H -0.71 3.21 4.88
H 0.87 3.50 5.65
H -1.48 1.07 4.61
H -0.34 1.26 3.22
H -0.18 -1.04 6.12
H 0.48 -3.49 5.77
H 0.27 -4.46 3.46
H -0.92 -3.13 1.67

Mulliken atomic charge list, values in e, 6 entries: atom 1 (C): -0.29, atom 2 (C): 0.36, atom 3 (C): -0.41, atom 4 (C): -0.41, atom 5 (N): -0.54, atom 6 (C): -0.40

Record 4
C34H51Cl2F9N2O14PS | ωB97M-V/def2-TZVPD

## Properties
- DFT total energy (eV) = -137345.427
- 2S+1 = 1
- charge = +1
- LUMO (eV) = -5.2
- Kohn-Sham gap (eV) = 6.60

Geometry (Å):
C 5.81 -0.83 4.60
C 4.84 -0.67 3.36
P 4.67 -2.40 2.60
C 6.26 -2.62 1.65
C 3.15 -2.28 1.55
C 3.03 -2.19 0.10
C 4.29 -2.13 -0.75
Cl 4.87 -0.49 -1.23
C 5.00 -3.19 -1.20
C 4.56 -4.64 -0.85
Cl 6.42 -2.94 -2.22
C 1.72 -2.14 -0.58
C 1.72 -2.08 -2.13
C 2.17 -3.43 -2.85
C 1.38 -3.72 -4.18
O 0.08 -4.26 -3.99
C 0.10 -5.61 -3.52
C 0.54 -2.16 0.26
S -1.06 -2.10 -0.58
O -2.18 -2.52 0.26
O -1.06 -3.02 -1.71
C -1.52 -0.44 -1.27
F -1.09 -0.21 -2.54
F -2.89 -0.46 -1.36
C -1.15 0.80 -0.40
F 0.18 0.84 -0.02
F -1.97 0.73 0.72
C -1.43 2.23 -1.07
F -1.85 3.07 -0.06
F -2.40 2.23 -2.02
C -0.15 2.91 -1.70
F -0.57 3.93 -2.51
F 0.64 3.51 -0.77
F 0.59 2.09 -2.48
N 0.65 -2.21 1.66
N -0.50 -2.18 2.47
C 1.86 -2.28 2.30
C 1.82 -2.37 3.86
C 1.36 -3.83 4.29
C 1.68 -4.06 5.81
O 2.57 -3.48 6.35
O 0.93 -4.94 6.57
H 6.61 -1.59 4.37
H 5.24 -1.20 5.49
H 6.26 0.16 4.85
H 3.81 -0.42 3.74
H 5.17 0.10 2.62
H 7.14 -2.51 2.33
H 6.35 -1.75 0.92
H 6.32 -3.53 1.02
H 3.47 -4.74 -0.65
H 5.10 -4.93 0.09
H 4.84 -5.36 -1.65
H 0.76 -1.77 -2.59
H 2.47 -1.28 -2.41
H 3.24 -3.28 -3.15
H 2.13 -4.26 -2.10
H 1.23 -2.73 -4.68
H 1.99 -4.36 -4.88
H 0.26 -6.33 -4.36
H -0.91 -5.81 -3.08
H 0.84 -5.81 -2.71
H -1.13 -1.46 2.12
H -0.91 -3.12 2.37
H 1.03 -1.69 4.28
H 2.77 -2.06 4.33
H 0.24 -3.83 4.21
H 1.80 -4.63 3.64
H 0.21 -5.28 6.00
C 2.53 6.16 0.46
C 1.59 6.46 -0.70
O 1.04 7.78 -0.58
C 1.86 8.78 -0.94
O 2.98 8.66 -1.35
O 1.21 9.93 -0.73
C 2.01 11.09 -0.99
H 2.02 6.33 1.41
H 2.87 5.12 0.41
H 3.40 6.81 0.44
H 0.75 5.77 -0.67
H 2.09 6.34 -1.66
H 2.45 11.06 -1.98
H 2.78 11.19 -0.23
H 1.35 11.96 -0.93
C -5.18 -0.21 -3.30
C -4.25 0.34 -4.37
O -4.20 -0.54 -5.50
C -5.25 -0.46 -6.33
O -6.20 0.27 -6.21
O -5.07 -1.36 -7.31
C -6.17 -1.45 -8.22
H -4.90 -1.23 -3.04
H -5.14 0.41 -2.40
H -6.21 -0.24 -3.65
H -3.24 0.40 -3.98
H -4.54 1.34 -4.68
H -6.43 -0.48 -8.62
H -7.02 -1.91 -7.72
H -5.86 -2.10 -9.04
C -6.63 1.81 6.38
C -6.30 0.63 5.49
O -6.16 1.04 4.12
C -5.01 1.63 3.81
O -4.09 1.83 4.56
O -5.06 1.99 2.52
C -3.92 2.72 2.07
H -7.51 2.34 6.01
H -6.82 1.48 7.40
H -5.81 2.53 6.41
H -7.12 -0.09 5.52
H -5.40 0.11 5.82
H -2.99 2.19 2.30
H -3.92 3.71 2.52
H -3.99 2.83 0.99

Mulliken atomic charge list, values in e, 6 entries: atom 1 (C): -0.87, atom 2 (C): -0.56, atom 3 (P): 0.18, atom 4 (C): -0.86, atom 5 (C): 0.83, atom 6 (C): 0.58

Record 5
C34H51N17 | ωB97M-V/def2-TZVPD

## Properties
- DFT total energy (eV) = -61411.193
- 2S+1 = 1
- charge = 0
- LUMO (eV) = 0.5
- Kohn-Sham gap (eV) = 11.63

Geometry (Å):
C -3.23 1.76 5.89
C -1.80 1.71 6.11
N -0.67 1.54 6.27
H -3.53 0.90 5.23
H -3.70 2.63 5.43
H -3.72 1.61 6.84
C 3.14 -3.81 -1.61
C 4.11 -2.72 -1.38
N 5.00 -1.96 -1.27
H 3.02 -3.93 -2.70
H 2.17 -3.65 -1.23
H 3.50 -4.70 -1.15
C 3.51 1.42 -6.81
C 3.39 2.69 -6.08
N 3.41 3.69 -5.53
H 4.52 1.03 -6.82
H 3.11 1.47 -7.80
H 2.98 0.64 -6.28
C 3.25 5.71 -1.49
C 2.11 5.15 -0.71
N 1.23 4.83 -0.05
H 4.08 5.77 -0.72
H 3.01 6.73 -1.80
H 3.51 5.09 -2.33
C 4.63 1.16 1.90
C 4.72 2.06 0.80
N 5.08 2.91 0.09
H 4.58 1.67 2.87
H 5.54 0.51 1.91
H 3.77 0.52 1.75
C 3.73 -1.80 5.68
C 3.27 -2.81 4.77
N 2.74 -3.49 4.01
H 4.73 -1.43 5.28
H 3.82 -2.26 6.69
H 2.99 -1.01 5.73
C -0.45 -1.78 -3.32
C 0.72 -1.41 -4.11
N 1.61 -1.11 -4.77
H -1.25 -2.19 -3.97
H -0.87 -0.90 -2.80
H -0.34 -2.53 -2.58
C -1.85 4.66 1.24
C -1.95 3.75 2.45
N -1.98 3.07 3.39
H -0.84 4.53 0.76
H -2.08 5.65 1.53
H -2.58 4.33 0.48
C -5.04 0.58 -3.93
C -4.71 -0.57 -3.08
N -4.30 -1.48 -2.51
H -4.13 1.01 -4.26
H -5.69 1.39 -3.55
H -5.47 0.14 -4.81
C 0.08 -2.25 1.62
C -1.20 -1.76 1.01
N -2.16 -1.41 0.50
H 0.86 -1.52 1.62
H 0.39 -3.05 0.99
H -0.16 -2.68 2.62
C 1.06 2.25 3.51
C 1.49 0.86 3.59
N 1.99 -0.19 3.65
H 0.07 2.32 3.15
H 1.80 2.71 2.92
H 1.13 2.51 4.57
C -5.21 -0.32 0.74
C -5.00 0.90 0.01
N -4.74 1.84 -0.61
H -5.72 -1.04 0.13
H -5.83 -0.15 1.62
H -4.25 -0.62 1.17
C -1.98 2.59 -1.45
C -1.79 1.73 -2.65
N -1.62 1.29 -3.70
H -1.76 2.04 -0.57
H -3.03 2.85 -1.41
H -1.41 3.51 -1.53
C 3.37 0.60 -2.10
C 2.26 0.14 -1.31
N 1.39 -0.11 -0.60
H 3.47 1.60 -2.13
H 3.35 0.15 -3.08
H 4.39 0.23 -1.60
C -0.22 -1.65 5.68
C -1.19 -1.38 4.66
N -2.13 -1.01 4.09
H -0.68 -1.95 6.62
H 0.52 -0.86 5.87
H 0.33 -2.53 5.32
C -3.22 -4.13 -4.46
C -3.17 -3.20 -5.58
N -3.05 -2.48 -6.46
H -3.98 -4.84 -4.47
H -3.42 -3.62 -3.51
H -2.30 -4.69 -4.30
C -2.02 -4.81 -0.10
C -0.72 -4.98 -0.79
N 0.32 -5.18 -1.25
H -2.85 -4.93 -0.76
H -2.15 -3.86 0.48
H -2.13 -5.68 0.62

Mulliken atomic charge list, values in e, 6 entries: atom 1 (C): -0.88, atom 2 (C): 0.57, atom 3 (N): -0.51, atom 4 (H): 0.20, atom 5 (H): 0.28, atom 6 (H): 0.35

| no. | largest force on an atom (Eh/bohr) |
| --- | --- |
| 1 | 0.01471 |
| 2 | 0.02159 |
| 3 | 0.07868 |
| 4 | 0.12038 |
| 5 | 0.09586 |